# 1
{"formula": "C4H8", "method": "ωB97M-V/def2-TZVPD", "symbols": ["C", "C", "C", "C", "H", "H", "H", "H", "H", "H", "H", "H"], "positions_angstrom": [[0.707, -1.027, 0.299], [-0.434, -0.290, -0.012], [-0.281, 0.741, 0.963], [-0.974, -0.278, -1.318], [1.586, -0.937, 0.918], [0.977, -1.942, -0.346], [2.879, 2.781, 0.260], [0.090, 1.703, 0.620], [-0.351, 0.567, 2.062], [-1.816, 0.308, -1.643], [3.249, 3.208, 0.742], [-0.605, -0.968, -2.033]], "homo_energy_ev": -6.74}



# 2
{"formula": "C4H8", "method": "ωB97M-V/def2-TZVPD", "symbols": ["C", "C", "H", "H", "H", "H", "C", "C", "H", "H", "H", "H"], "positions_angstrom": [[-5.232, 0.344, -2.990], [-4.277, -0.070, -2.101], [-6.323, 0.390, -2.817], [-5.272, 0.944, -3.895], [-4.585, -0.490, -1.225], [-3.240, -0.098, -2.230], [5.262, 0.267, 2.856], [4.481, -0.691, 2.293], [4.750, 1.155, 3.180], [6.347, 0.253, 2.895], [3.408, -0.557, 2.429], [4.681, -1.445, 1.604]], "homo_energy_ev": -9.92, "smiles": "C=C.C=C"}



# 3
{"formula": "C4H8", "method": "ωB97M-V/def2-TZVPD", "symbols": ["C", "C", "H", "H", "H", "H", "C", "C", "H", "H", "H", "H"], "positions_angstrom": [[-2.387, 3.494, 2.337], [-1.776, 3.761, 1.223], [-1.881, 2.809, 3.026], [-3.387, 3.848, 2.613], [-0.780, 3.354, 1.014], [-2.284, 4.304, 0.417], [2.655, -3.914, -1.629], [1.503, -3.310, -1.946], [2.922, -4.956, -1.841], [3.355, -3.320, -1.030], [0.690, -3.820, -2.477], [1.369, -2.249, -1.707]], "homo_energy_ev": -10.15, "smiles": "C=C.C=C"}



# 4
{"formula": "C4H8BBrO3", "method": "ωB97M-V/def2-TZVPD", "symbols": ["C", "C", "C", "C", "O", "Br", "H", "H", "H", "H", "H", "H", "H", "O", "B", "O", "H"], "positions_angstrom": [[-1.399, 1.502, -1.146], [-0.951, 0.648, -0.015], [-2.032, 0.200, 0.979], [0.318, 0.391, 0.416], [0.693, 0.054, 1.624], [1.916, 1.057, -0.905], [-1.953, 0.828, -1.905], [-0.643, 1.942, -1.663], [-2.288, 2.121, -0.740], [-2.173, -0.869, 0.794], [-3.007, 0.591, 0.824], [-1.731, 0.474, 1.949], [1.323, -0.692, 1.572], [2.127, -2.202, 0.968], [2.828, -2.282, -0.019], [3.286, -2.299, -1.259], [3.688, -1.463, -1.473]], "homo_energy_ev": -8.65, "smiles": "CC(C)=C(O)Br.O=BO"}



# 5
{"formula": "C4H8BCl4F6Hg2O2P", "method": "ωB97M-V/def2-TZVPD", "symbols": ["Hg", "Hg", "B", "F", "F", "F", "F", "O", "P", "O", "F", "F", "Cl", "C", "C", "Cl", "H", "H", "H", "H", "Cl", "C", "C", "Cl", "H", "H", "H", "H"], "positions_angstrom": [[-2.995, -0.885, 0.945], [-0.272, -2.014, -2.617], [-1.958, -0.742, -1.854], [-0.664, -0.670, -1.321], [-2.630, 0.446, -1.643], [-1.883, -1.112, -3.196], [-2.672, -1.801, -1.157], [-0.114, -3.130, -0.781], [-0.270, -3.114, 0.712], [-1.280, -2.141, 1.265], [1.087, -2.747, 1.358], [-0.609, -4.532, 1.206], [-1.523, 1.165, 1.638], [-1.382, 2.589, 0.576], [-1.093, 3.853, 1.338], [-0.522, 5.067, 0.161], [-2.253, 2.628, -0.073], [-0.551, 2.356, -0.087], [-0.222, 3.871, 1.989], [-1.936, 4.283, 1.874], [2.668, 1.632, 0.122], [2.785, -0.061, 0.617], [3.245, -0.974, -0.501], [2.170, -0.829, -1.956], [1.819, -0.344, 1.025], [3.549, -0.130, 1.392], [3.289, -2.005, -0.164], [4.220, -0.657, -0.866]], "charge": 2, "homo_energy_ev": -16.17}



# 6
{"formula": "C4H8BCsF4O2S", "method": "ωB97M-V/def2-TZVPD", "symbols": ["Cs", "B", "F", "F", "F", "F", "C", "C", "C", "S", "O", "O", "C", "H", "H", "H", "H", "H", "H", "H", "H"], "positions_angstrom": [[1.780, -2.652, 4.765], [5.594, 0.382, 1.927], [6.602, 1.208, 1.588], [4.576, 0.452, 1.028], [6.050, -0.910, 1.974], [5.024, 0.768, 3.060], [-1.658, 1.215, -1.474], [-2.352, 1.016, -0.178], [-3.023, -0.321, -0.215], [-1.860, -1.452, -1.019], [-2.516, -2.376, -1.981], [-0.980, -2.042, -0.032], [-0.896, -0.083, -1.879], [-1.062, 2.127, -1.440], [-2.505, 1.266, -2.159], [-3.133, 1.725, 0.099], [-1.613, 1.003, 0.623], [-3.853, -0.163, -0.903], [-3.258, -0.775, 0.748], [-1.073, -0.312, -2.930], [0.157, -0.076, -1.599]], "homo_energy_ev": -9.57}



# 7
{"formula": "C4H8BeI2O2P", "method": "ωB97M-V/def2-TZVPD", "symbols": ["C", "C", "I", "C", "I", "P", "C", "O", "O", "H", "H", "H", "H", "H", "H", "H", "H", "Be"], "positions_angstrom": [[2.139, -0.972, -0.280], [1.702, 0.188, 0.611], [3.331, 1.623, 0.588], [0.459, 0.945, 0.119], [0.695, 1.742, -1.896], [-1.179, -0.078, 0.183], [-3.037, -0.860, 0.206], [-3.703, -0.564, -0.764], [-3.251, -1.535, 1.178], [2.183, -0.680, -1.324], [1.545, -1.874, -0.137], [3.146, -1.246, 0.021], [1.491, -0.140, 1.625], [0.298, 1.780, 0.796], [-0.575, -1.349, 0.311], [-1.558, 0.439, -1.150], [-1.550, 0.577, 1.383], [-2.137, 2.003, -1.471]], "charge": 1, "homo_energy_ev": -12.40}